# 1
{
  "formula": "C56H64F8N2O3Si2",
  "method": "wB97M-V/def2-TZVPD",
  "e_lumo_ev": 0.411,
  "homo_lumo_gap_ev": 9.288,
  "relative_energy_ev": 1.355,
  "multiplicity": 1,
  "symbols": ["Si", "Si", "F", "F", "F", "F", "F", "F", "F", "F", "O", "O", "O", "N", "N", "C", "C", "C", "C", "C", "C", "C", "C", "C", "C", "C", "C", "C", "C", "C", "C", "C", "C", "C", "C", "C", "C", "C", "C", "C", "C", "C", "C", "C", "C", "C", "C", "C", "C", "C", "C", "C", "C", "C", "C", "C", "C", "C", "C", "C", "C", "C", "C", "C", "C", "C", "C", "C", "C", "C", "C", "H", "H", "H", "H", "H", "H", "H", "H", "H", "H", "H", "H", "H", "H", "H", "H", "H", "H", "H", "H", "H", "H", "H", "H", "H", "H", "H", "H", "H", "H", "H", "H", "H", "H", "H", "H", "H", "H", "H", "H", "H", "H", "H", "H", "H", "H", "H", "H", "H", "H", "H", "H", "H", "H", "H", "H", "H", "H", "H", "H", "H", "H", "H", "H"],
  "xyz": [[-1.456, -2.481, -3.564], [-2.437, -1.270, -1.123], [0.013, 7.822, -3.252], [-1.394, -3.378, 7.395], [6.752, -0.088, 3.884], [-0.045, 2.300, -2.978], [-5.892, 3.703, 1.731], [-4.421, -1.195, 2.016], [1.053, -6.323, 1.372], [3.681, 7.153, -3.860], [1.059, -0.355, 0.693], [-2.567, -1.370, -2.859], [-0.989, -5.155, -3.576], [-2.376, -2.894, 1.237], [-0.064, -0.800, -5.449], [1.378, 7.934, -1.337], [-2.576, 3.994, 3.151], [1.520, 8.242, 0.012], [-8.527, -1.346, 1.789], [-7.769, -1.294, 0.624], [-0.802, 8.892, 0.109], [0.149, 8.116, -1.947], [4.806, -7.352, 2.689], [7.483, 6.149, -2.676], [-5.769, -1.246, 1.941], [2.660, -0.224, 3.546], [6.655, 5.184, -3.243], [-0.323, -5.367, 3.963], [-0.943, 8.594, -1.241], [-7.899, -1.347, 3.032], [3.255, -0.259, 4.805], [3.448, -0.143, 2.401], [-0.207, -5.129, 6.359], [3.090, -5.691, 2.373], [-1.159, -4.256, 3.889], [-2.160, -4.291, -3.579], [-2.336, -2.965, -0.252], [-0.970, -0.109, -0.671], [-3.846, 4.343, 2.706], [-0.616, 3.449, -6.364], [-0.968, -6.019, -2.431], [-6.512, -1.302, 3.109], [0.075, 4.479, -3.870], [4.925, 6.825, -3.473], [-0.497, 2.596, -5.272], [-0.034, 5.327, -4.965], [2.282, -6.661, 1.803], [5.413, -0.132, 3.773], [-0.918, -2.040, -5.339], [-1.044, -4.028, 6.272], [3.986, -8.316, 2.109], [-0.381, 4.813, -6.211], [-6.381, -1.238, 0.698], [-4.237, 2.056, 2.038], [7.026, 7.453, -2.511], [4.358, -6.041, 2.823], [-2.962, 1.710, 2.473], [5.741, 7.796, -2.916], [1.439, -0.545, -1.738], [0.387, -6.874, -2.544], [0.445, -0.830, -0.537], [4.834, -0.091, 2.515], [-4.663, 3.369, 2.157], [-2.134, 2.680, 3.033], [0.151, -5.805, 5.196], [0.431, 8.719, 0.735], [-0.155, 3.123, -4.038], [4.640, -0.219, 4.920], [5.365, 5.522, -3.639], [2.713, -7.970, 1.667], [-1.526, -3.584, 5.051], [-0.471, 5.476, -7.065], [-4.204, 5.363, 2.782], [-8.258, -1.297, -0.343], [-0.931, -5.463, -1.453], [5.370, 8.808, -2.803], [2.441, -0.310, -1.275], [0.799, -6.672, 5.253], [2.983, -0.120, 1.421], [0.153, 6.385, -4.848], [0.272, -1.937, -0.430], [5.122, -0.253, 5.890], [-0.668, 1.531, -5.376], [-0.248, -2.536, -2.734], [4.337, -9.336, 2.001], [0.080, -7.903, -2.874], [7.670, 8.203, -2.066], [0.959, -6.856, -1.579], [2.728, -4.673, 2.462], [-1.892, 8.729, -1.747], [0.336, 4.862, -2.890], [2.212, 7.553, -1.914], [1.066, 0.263, -2.420], [-1.651, 9.260, 0.674], [4.996, -5.293, 3.279], [-2.835, -4.450, -2.692], [8.487, 5.883, -2.364], [-6.005, -1.310, 4.067], [5.464, -0.019, 1.637], [0.159, -5.451, 7.327], [-1.339, -3.439, -0.517], [-1.522, -3.914, 2.924], [-0.263, -2.893, -5.709], [-9.609, -1.385, 1.731], [7.013, 4.170, -3.374], [-1.510, -2.527, 1.632], [-2.685, -4.427, -4.570], [0.540, 8.956, 1.787], [1.579, -0.259, 3.459], [-8.490, -1.383, 3.939], [-1.852, -6.717, -2.401], [-5.776, -1.189, -0.198], [-2.615, 0.687, 2.378], [-0.891, 3.050, -7.334], [-0.991, 0.738, -1.412], [0.914, -1.074, -5.540], [-1.141, 2.409, 3.376], [-0.042, -5.890, 3.057], [-3.202, -2.398, 1.590], [-1.762, -1.941, -6.079], [5.797, -7.625, 3.037], [-1.931, 4.747, 3.590], [-3.124, -3.699, -0.579], [-1.241, 0.333, 0.338], [-0.180, -0.194, -4.635], [-2.182, -2.722, 5.015], [-3.658, -0.547, -0.692], [2.057, -8.708, 1.220], [4.703, 4.783, -4.074], [0.816, -0.980, 1.395], [-4.901, 1.316, 1.607], [1.027, -6.368, -3.321], [2.480, 8.111, 0.498], [1.612, -1.458, -2.387], [2.640, -0.319, 5.695]]
}

---

# 2
{
  "formula": "C56H66AsCsOP2S",
  "method": "wB97M-V/def2-TZVPD",
  "e_lumo_ev": 0.155,
  "homo_lumo_gap_ev": 6.106,
  "relative_energy_ev": 2.685,
  "multiplicity": 1,
  "symbols": ["Cs", "As", "S", "P", "P", "O", "C", "C", "C", "C", "C", "C", "C", "C", "C", "C", "C", "C", "C", "C", "C", "C", "C", "C", "C", "C", "C", "C", "C", "C", "C", "C", "C", "C", "C", "C", "C", "C", "C", "C", "C", "C", "C", "C", "C", "C", "C", "C", "C", "C", "C", "C", "C", "C", "C", "C", "C", "C", "C", "C", "C", "C", "H", "H", "H", "H", "H", "H", "H", "H", "H", "H", "H", "H", "H", "H", "H", "H", "H", "H", "H", "H", "H", "H", "H", "H", "H", "H", "H", "H", "H", "H", "H", "H", "H", "H", "H", "H", "H", "H", "H", "H", "H", "H", "H", "H", "H", "H", "H", "H", "H", "H", "H", "H", "H", "H", "H", "H", "H", "H", "H", "H", "H", "H", "H", "H", "H", "H"],
  "xyz": [[0.310, -1.564, 0.491], [-2.569, -3.740, -1.793], [0.855, 1.611, 0.826], [-3.081, 1.372, 0.727], [0.819, 2.603, -2.701], [0.238, 0.734, -0.202], [3.970, -1.253, 2.608], [-0.278, -3.823, 3.722], [0.361, 5.550, -5.623], [2.784, -2.168, 2.365], [-2.814, -5.653, -2.171], [3.543, 1.151, -5.366], [-3.360, 4.185, 0.414], [-4.084, 5.357, 0.270], [0.019, -5.165, 0.026], [-0.506, 2.860, 4.315], [-2.601, 1.100, -1.026], [4.771, 1.301, -4.738], [2.316, 5.738, -0.565], [1.188, 3.279, 0.125], [1.540, 4.218, 1.100], [-0.849, -2.621, 4.498], [-0.506, 5.011, -3.061], [-4.026, -3.609, -0.484], [-2.504, 2.448, 3.068], [-0.406, 2.081, 2.017], [-6.129, 4.103, 0.368], [3.667, 2.270, -2.830], [4.624, -1.655, 3.941], [-3.579, -3.110, -3.358], [0.801, 4.403, -4.969], [-2.131, 0.440, -3.702], [-0.953, 6.146, -3.711], [0.215, 2.440, 3.221], [-1.800, 2.052, 1.914], [0.272, -4.807, 4.773], [-2.037, -0.129, -1.371], [1.387, 3.584, -1.233], [2.384, 1.562, -4.728], [-1.481, -4.463, 3.014], [0.876, -3.390, 2.813], [-0.524, 6.417, -5.006], [0.372, 4.116, -3.680], [1.559, -4.011, 1.711], [1.287, -5.271, 0.887], [2.432, 2.160, -3.466], [4.827, 1.847, -3.465], [2.708, -3.233, 1.460], [-1.746, -0.426, -2.688], [3.556, 0.219, 2.701], [1.218, -6.529, 1.771], [-4.011, 2.957, 0.537], [-2.819, 1.594, -3.385], [2.429, -5.536, -0.108], [-5.401, 2.928, 0.511], [2.069, 5.445, 0.765], [-5.473, 5.318, 0.250], [1.648, -2.267, 3.182], [-1.892, 2.873, 4.226], [5.013, -1.386, 1.497], [1.985, 4.819, -1.534], [-3.034, 1.934, -2.056], [-3.169, 2.253, -4.169], [-2.262, -4.681, 3.747], [3.368, -5.720, 0.415], [4.406, 0.834, 3.014], [4.585, -1.127, 0.525], [-4.965, -3.934, -0.934], [-2.276, 4.222, 0.430], [2.316, 6.157, 1.541], [-0.209, -6.140, -0.416], [-4.137, -2.583, -0.132], [3.220, 0.576, 1.729], [3.926, -1.506, 4.766], [-3.554, 2.852, -1.826], [5.680, 0.980, -5.231], [5.858, -0.720, 1.691], [0.185, -4.459, -0.793], [0.723, 5.771, -6.619], [1.102, -4.341, 5.305], [-1.222, -5.401, 2.531], [2.089, -6.564, 2.427], [1.453, -1.618, 4.025], [-7.211, 4.066, 0.354], [-0.002, 3.143, 5.229], [2.567, -4.700, -0.796], [5.779, 1.944, -2.958], [-3.840, -2.059, -3.246], [0.648, -5.713, 4.301], [-1.931, 0.198, -4.739], [-0.876, 7.300, -5.522], [-2.972, -3.215, -4.258], [1.422, 1.415, -5.209], [-0.837, 4.810, -2.049], [-4.492, -3.694, -3.486], [1.216, -7.432, 1.153], [2.178, 5.055, -2.571], [-2.418, -6.261, -1.359], [2.749, 0.350, 3.426], [-3.567, 6.304, 0.177], [-0.849, -4.833, 0.593], [-1.901, -3.782, 2.268], [2.762, 6.684, -0.845], [-1.143, -1.811, 3.824], [1.502, 3.746, -5.468], [1.401, 3.978, 2.144], [2.192, -6.422, -0.702], [0.324, -6.553, 2.390], [5.392, -2.408, 1.447], [-1.814, -0.862, -0.606], [-5.915, 1.979, 0.607], [3.731, 2.685, -1.833], [-2.299, -5.932, -3.090], [-3.809, -4.250, 0.371], [5.525, -1.064, 4.136], [3.491, 0.703, -6.350], [-0.499, -5.087, 5.499], [-0.129, -2.231, 5.217], [1.295, 2.355, 3.287], [-2.492, 3.178, 5.073], [-1.634, 6.821, -3.207], [4.896, -2.711, 3.919], [-1.243, -1.354, -2.929], [3.472, -3.458, 0.731], [-1.730, -2.936, 5.062], [-3.878, -5.867, -2.283], [-3.587, 2.419, 3.034], [-6.041, 6.233, 0.145]]
}

---

# 3
{
  "formula": "C56H66AuBrN7OS3Si",
  "method": "wB97M-V/def2-TZVPD",
  "e_lumo_ev": -2.911,
  "homo_lumo_gap_ev": 7.348,
  "relative_energy_ev": 0.089,
  "multiplicity": 1,
  "charge": 1,
  "symbols": ["Au", "Br", "S", "S", "S", "Si", "O", "N", "N", "N", "N", "N", "N", "N", "C", "C", "C", "C", "C", "C", "C", "C", "C", "C", "C", "C", "C", "C", "C", "C", "C", "C", "C", "C", "C", "C", "C", "C", "C", "C", "C", "C", "C", "C", "C", "C", "C", "C", "C", "C", "C", "C", "C", "C", "C", "C", "C", "C", "C", "C", "C", "C", "C", "C", "C", "C", "C", "C", "C", "C", "H", "H", "H", "H", "H", "H", "H", "H", "H", "H", "H", "H", "H", "H", "H", "H", "H", "H", "H", "H", "H", "H", "H", "H", "H", "H", "H", "H", "H", "H", "H", "H", "H", "H", "H", "H", "H", "H", "H", "H", "H", "H", "H", "H", "H", "H", "H", "H", "H", "H", "H", "H", "H", "H", "H", "H", "H", "H", "H", "H", "H", "H", "H", "H", "H", "H"],
  "xyz": [[0.125, 0.002, 0.558], [-2.753, 1.924, -0.305], [3.362, -2.364, -0.110], [3.134, 0.470, -0.499], [0.656, -2.673, -0.693], [-4.695, 3.144, -0.370], [-1.384, -1.010, 1.291], [1.727, 0.827, -0.362], [3.606, -1.074, -0.909], [1.938, -2.826, 0.307], [-0.556, 5.868, 1.518], [0.300, 1.463, 1.976], [0.101, -1.324, -0.937], [3.502, 4.190, 0.869], [1.729, -5.169, -3.678], [4.142, 0.829, 0.929], [5.055, 0.863, -2.446], [-3.433, 5.597, -1.021], [-2.195, -5.779, 0.911], [4.223, -4.879, -0.561], [4.625, -3.306, -2.370], [-0.882, -5.814, 1.359], [3.596, -2.804, 2.599], [4.332, -2.811, 3.775], [-3.637, 4.025, -2.911], [1.311, -2.435, -3.304], [-5.847, 1.581, -2.446], [-1.721, -3.829, -0.409], [4.143, -3.603, -1.107], [5.589, 1.586, -3.498], [-3.670, 4.280, 2.065], [1.933, -4.276, -4.722], [-6.015, 1.875, -0.948], [-7.433, 2.431, -0.730], [-1.600, -1.202, 2.691], [-0.310, -1.565, 3.429], [3.875, 1.313, -1.863], [-5.909, 0.528, -0.214], [0.132, 4.947, 1.495], [-2.616, -4.789, 0.032], [5.301, -5.606, -2.579], [5.400, 1.403, 0.843], [-0.406, -3.891, 0.032], [-4.970, 3.766, 1.423], [-2.542, -2.406, 2.727], [3.222, 2.452, -2.302], [-2.300, -0.003, 3.322], [1.109, -3.344, -2.274], [0.621, 2.573, 1.747], [-6.006, 4.903, 1.444], [3.768, 3.162, -3.362], [6.087, 1.683, 2.015], [0.030, -4.868, 0.915], [4.233, -2.427, 1.428], [-5.653, 5.222, -2.088], [5.571, -2.053, 1.394], [4.946, 2.733, -3.952], [1.022, 3.840, 1.465], [1.309, -4.707, -2.441], [4.810, -5.883, -1.308], [3.553, 0.550, 2.157], [-5.485, 2.635, 2.326], [2.391, 4.038, 1.135], [5.520, 1.392, 3.246], [5.669, -2.438, 3.762], [4.253, 0.826, 3.318], [1.724, -2.916, -4.538], [6.288, -2.058, 2.577], [5.206, -4.328, -3.109], [-4.348, 4.537, -1.646], [-3.892, 4.607, 3.086], [1.059, -4.885, 1.248], [5.761, -6.394, -3.159], [6.037, -1.754, 0.463], [-5.412, 6.015, -2.803], [-4.830, 1.270, -2.694], [-6.523, 0.766, -2.726], [1.885, -6.229, -3.829], [3.272, 4.055, -3.718], [-6.106, 2.441, -3.064], [-0.528, -1.834, 4.465], [-6.189, 5.683, -1.258], [-2.496, 5.174, -0.658], [-2.755, 3.426, -2.681], [2.550, 0.143, 2.207], [-6.947, 4.627, 0.964], [4.532, -2.303, -2.765], [-2.046, -3.289, 2.314], [0.164, -2.423, 2.942], [2.546, -3.062, 2.591], [-4.833, 1.762, 2.296], [-6.232, 5.158, 2.484], [1.873, -2.226, -5.358], [-2.034, -3.026, -1.065], [-6.140, 0.606, 0.847], [-3.184, 6.344, -1.781], [-4.918, 0.083, -0.317], [-2.562, -0.219, 4.361], [5.538, -0.036, -2.090], [-3.435, -2.197, 2.136], [-3.213, 0.208, 2.768], [-2.900, -6.522, 1.259], [-2.916, 3.493, 2.125], [4.889, -6.881, -0.898], [-8.162, 1.722, -1.135], [6.235, -2.440, 4.684], [2.248, -4.645, -5.689], [-3.906, 6.127, -0.195], [-6.332, 4.532, -2.591], [-3.645, -4.754, -0.298], [-4.291, 3.439, -3.552], [-6.634, -0.163, -0.656], [6.057, 1.628, 4.155], [7.327, -1.760, 2.576], [-5.506, 2.994, 3.359], [3.800, 0.618, 4.279], [-7.667, 2.568, 0.326], [-5.631, 5.807, 0.965], [-6.496, 2.320, 2.070], [7.058, 2.157, 1.961], [-7.592, 3.384, -1.235], [-3.231, 5.124, 1.539], [-2.844, -2.621, 3.753], [6.507, 1.256, -3.966], [1.126, -1.383, -3.132], [1.134, -5.398, -1.626], [3.856, -3.100, 4.702], [-0.565, -6.580, 2.055], [5.827, 1.676, -0.111], [5.585, -4.120, -4.100], [5.369, 3.294, -4.774], [-1.676, 0.886, 3.306], [-3.306, 4.892, -3.492], [2.307, 2.766, -1.816], [3.837, -5.079, 0.431], [0.386, -0.728, 3.446]]
}